No. 1
Here is a molecular structure, C10H30NiO9S6 from the Open Molecules 2025 dataset. Energies are from ωB97M-V with the def2-TZVPD basis set.

For the energy above the lowest of the compared OMol25 structures with the same formula, charge and spin, the calculation gives 169.01 kJ/mol. The multiplicity is 3. The gap between HOMO and LUMO (alpha / beta) comes out at 6.50 / 6.47 eV. For the HOMO energy (alpha / beta), the calculation gives -6.61 / -6.57 eV.

Geometry as XYZ:
```
56
C10H30NiO9S6 | the Open Molecules 2025 dataset | ωB97M-V with the def2-TZVPD basis set
Ni 0.475 -0.017 1.037
S 1.806 2.994 -0.365
S -1.617 -0.857 -1.724
S 2.445 -1.860 -1.275
S -2.036 -2.254 2.228
S 1.651 -0.186 3.398
S -2.538 1.406 1.304
O -1.211 1.114 0.663
O 1.203 -1.145 4.397
O 2.042 -0.668 -0.475
O 0.507 0.660 2.905
O -0.601 -0.937 -0.647
O -0.811 -1.516 1.787
O 1.368 1.710 0.200
O 2.032 -0.881 2.153
O 2.734 0.684 3.850
C -2.032 -3.726 1.149
C 2.024 2.916 -2.183
C -1.125 -2.021 -3.019
C 3.008 -1.303 -2.908
C -2.205 2.724 2.526
C -1.603 -3.128 3.782
C -3.523 2.371 0.145
C 4.093 -2.391 -0.688
C 0.379 4.111 -0.392
C -1.220 0.672 -2.672
H 2.244 -0.723 -3.424
H -1.657 0.760 -3.665
H -2.328 -2.916 4.561
H -1.144 2.625 2.771
H 2.971 2.417 -2.380
H -4.231 2.950 0.746
H 4.722 -1.542 -0.416
H 3.935 -0.730 -2.903
H 0.711 5.100 -0.711
H 2.143 3.953 -2.504
H -4.192 1.730 -0.431
H 3.874 -2.802 0.300
H -2.885 -4.384 1.312
H -1.711 -1.885 -3.926
H -2.994 3.057 -0.514
H 1.218 2.460 -2.754
H -2.792 2.518 3.418
H -0.055 -1.946 -3.203
H -1.153 -4.328 1.391
H -1.882 -3.394 0.125
H -1.393 1.524 -2.020
H -2.362 3.733 2.148
H 3.200 -2.215 -3.480
H -1.333 -3.008 -2.604
H -0.408 3.667 -1.000
H -0.040 4.284 0.600
H -1.459 -4.190 3.590
H -0.136 0.649 -2.813
H 4.498 -3.086 -1.417
H -0.605 -2.747 4.029
```

The natural (NBO) scheme yields these atomic charges, measured in e: 1.55 1.31 1.27 1.26 1.24 2.59 1.28 -1.03 -1.05 -0.99 -1.13 -0.99 -1.00 -0.99 -1.11 -1.03 -0.82 -0.83 -0.82 -0.84 -0.83 -0.83 -0.84 -0.82 -0.84 -0.83 0.22 0.23 0.23 0.30 0.24 0.24 0.25 0.23 0.23 0.23 0.24 0.26 0.23 0.23 0.23 0.22 0.24 0.23 0.23 0.23 0.24 0.22 0.23 0.24 0.22 0.25 0.22 0.23 0.22 0.32

***

No. 2
Here is a molecular structure, C10H30O11V from the Open Molecules 2025 dataset. Energies are from ωB97M-V with the def2-TZVPD basis set.

For the energy above the lowest of the compared OMol25 structures with the same formula, charge and spin, the calculation gives 1063.69 kJ/mol. The gap between HOMO and LUMO comes out at 7.48 eV. The charge is -1. For the HOMO energy, the calculation gives -4.86 eV.

Geometry as XYZ:
```
52
C10H30O11V | the Open Molecules 2025 dataset | ωB97M-V with the def2-TZVPD basis set
V 1.560 0.864 -0.852
O 0.362 0.785 -1.900
O 0.921 2.302 0.164
O -2.396 3.697 0.108
O 2.500 1.822 -1.779
O 1.060 0.272 0.510
O 3.061 1.248 0.146
O -2.033 -2.587 1.166
O 2.235 0.090 2.151
O 4.511 2.245 -1.095
O 2.199 -0.667 -1.142
O 1.098 -3.334 -0.119
C 1.260 -2.511 2.082
C -3.380 2.951 -2.016
C -1.604 1.609 -0.879
C 3.360 1.879 -0.872
C 1.661 -2.352 0.666
C -2.128 -1.637 0.126
C -0.754 -0.983 -0.023
C -3.276 -0.664 0.435
C -2.766 2.570 -0.684
C 3.205 -2.460 0.582
H -0.851 1.954 -1.587
H 1.975 -2.083 2.784
H -1.762 0.531 -0.843
H 1.938 0.210 1.249
H 0.288 -2.068 2.300
H -2.917 0.171 1.037
H 3.551 -3.443 0.902
H -0.761 -0.225 -0.807
H 3.623 -1.665 1.199
H 1.214 -3.531 2.462
H 3.583 -2.236 -0.416
H -4.317 3.496 -1.899
H 1.633 2.673 0.685
H -3.604 -0.251 -0.519
H -3.146 4.065 0.580
H -4.078 -1.228 0.910
H -0.399 -0.399 0.826
H -2.720 3.585 -2.609
H 0.061 -1.655 -0.291
H 3.054 -0.800 -0.734
H -3.476 2.047 -2.617
H 1.189 -3.142 -1.056
H -2.374 -2.096 -0.831
H -0.991 1.711 0.017
H 0.366 3.051 -0.053
H 1.959 -1.529 -1.483
H 1.434 0.132 2.675
H -3.564 2.057 -0.147
H 1.269 -1.364 0.424
H -2.833 -3.109 1.070
```

The Löwdin scheme yields these atomic charges, measured in e: 0.82 -0.35 -0.05 -0.04 -0.05 -0.48 -0.06 -0.04 -0.09 0.05 -0.08 -0.02 -0.05 -0.06 -0.10 -0.95 -0.55 -0.44 -0.09 -0.05 -0.47 -0.01 0.08 0.08 0.03 -0.21 0.08 0.08 0.09 0.03 0.09 0.08 0.07 0.07 0.13 0.07 0.08 0.07 0.10 0.08 0.06 0.10 0.08 0.09 0.13 0.08 0.11 0.13 0.04 0.11 0.05 0.08

***

No. 3
Here is 5 unconnected molecules or ions with the total composition C10H30O5 from the Open Molecules 2025 dataset. Energies are from ωB97M-V with the def2-TZVPD basis set.

For the energy above the lowest of the compared OMol25 structures with the same formula, charge and spin, the calculation gives 78.77 kJ/mol. The multiplicity is 2. The gap between HOMO and LUMO (alpha / beta) comes out at 9.56 / 2.96 eV. The charge is +1. For the HOMO energy (alpha / beta), the calculation gives -12.18 / -12.18 eV.

Geometry as XYZ:
```
45
C10H30O5 | the Open Molecules 2025 dataset | ωB97M-V with the def2-TZVPD basis set
O 3.369 4.015 -2.128
O 1.787 -0.132 1.205
O -1.557 3.035 -0.605
O -2.884 -5.860 1.497
O 0.183 0.983 -0.799
C -0.856 2.995 1.659
C 2.356 3.020 -2.338
C -1.443 3.916 0.534
C 2.297 -1.404 0.810
C -1.431 -0.792 -0.580
C 1.348 -2.536 1.394
C 1.993 2.921 -3.830
C -2.512 -3.561 1.823
C -0.523 0.041 -1.532
C -1.909 -4.864 1.386
H -1.108 -0.939 0.451
H -0.743 3.616 2.548
H 0.126 2.525 1.607
H 2.968 2.781 -4.297
H 2.281 -1.516 -0.274
H 3.716 3.991 -1.233
H -1.044 -5.116 2.000
H -3.436 -3.381 1.274
H -1.794 -2.839 1.433
H 1.322 2.129 -4.162
H 1.863 0.039 2.147
H 0.239 -0.545 -2.045
H 1.443 3.182 -1.765
H 1.613 3.889 -4.155
H -2.762 -6.327 2.327
H -2.436 4.297 0.770
H 0.334 -2.622 1.005
H -1.159 0.579 -2.235
H -1.656 -1.750 -1.047
H 0.764 0.614 -0.130
H -2.780 -3.563 2.880
H -0.755 4.747 0.379
H -1.569 2.194 1.858
H 2.713 2.080 -1.916
H -2.425 -0.358 -0.467
H 1.151 -2.266 2.431
H 3.347 -1.521 1.077
H 1.906 -3.473 1.406
H -0.734 2.551 -0.706
H -1.601 -4.773 0.344
```

The natural (NBO) scheme yields these atomic charges, measured in e: -0.72 -0.78 -0.24 -0.72 -0.73 -0.62 -0.04 -0.11 -0.07 -0.66 -0.64 -0.64 -0.63 -0.07 -0.06 0.22 0.26 0.25 0.23 0.18 0.47 0.16 0.22 0.18 0.22 0.49 0.20 0.12 0.22 0.47 0.24 0.21 0.19 0.23 0.53 0.21 0.28 0.24 0.16 0.22 0.20 0.19 0.23 0.53 0.16

***

No. 4
Here is 5 unconnected molecules or ions with the total composition C10H30O5S5 from the Open Molecules 2025 dataset. Energies are from ωB97M-V with the def2-TZVPD basis set.

For the energy above the lowest of the compared OMol25 structures with the same formula, charge and spin, the calculation gives 571.62 kJ/mol. The gap between HOMO and LUMO comes out at 8.77 eV. For the HOMO energy, the calculation gives -8.75 eV.

Geometry as XYZ:
```
50
C10H30O5S5 | the Open Molecules 2025 dataset | ωB97M-V with the def2-TZVPD basis set
S 1.843 -1.478 -1.472
S -2.909 -1.109 3.355
S -3.114 1.859 -1.442
S 2.642 -3.092 3.466
S 1.454 5.292 -3.104
O -3.633 0.240 3.115
O 1.362 5.910 -4.479
O 2.962 -3.583 4.878
O -1.708 2.334 -1.260
O 3.112 -1.515 -0.667
C -2.921 0.982 -2.852
C 3.800 -1.679 3.072
C -0.107 5.576 -2.295
C 1.029 0.139 -1.343
C 3.413 -4.318 2.336
C 0.702 -2.405 -0.440
C 1.262 3.502 -3.493
C -3.316 0.656 -0.190
C -3.431 -2.327 2.018
C -1.217 -0.912 2.763
H -0.475 -1.795 2.672
H -0.927 5.481 -2.888
H 3.656 -0.839 3.640
H 1.097 -3.418 -0.303
H 3.758 -3.968 1.457
H -4.345 0.271 0.117
H -4.421 -2.331 1.988
H -3.129 -3.358 2.287
H -0.405 -2.163 -0.958
H -0.737 -0.496 3.614
H -3.893 0.427 -3.439
H 1.520 0.369 -0.354
H -0.175 4.714 -1.411
H 4.817 -1.859 3.281
H 2.882 -5.187 2.198
H -0.020 6.545 -1.740
H 1.343 0.837 -2.136
H 1.131 3.028 -2.535
H -2.602 1.736 -3.685
H 3.567 -1.211 2.170
H 2.153 3.265 -4.095
H 4.253 -4.692 2.847
H 0.320 3.624 -4.026
H -2.661 -0.154 -0.488
H 0.063 -0.221 -1.557
H -2.897 1.102 0.712
H -1.821 0.287 -2.847
H -2.849 -2.070 1.000
H -0.997 -0.300 2.119
H 0.551 -1.703 0.403
```

The natural (NBO) scheme yields these atomic charges, measured in e: 1.21 1.20 1.30 1.18 1.22 -0.95 -0.99 -0.96 -1.02 -1.00 -0.94 -0.81 -0.83 -0.81 -0.80 -0.83 -0.80 -0.88 -0.78 -0.83 0.24 0.23 0.23 0.26 0.23 0.26 0.22 0.23 0.21 0.24 0.26 0.25 0.24 0.23 0.23 0.24 0.25 0.22 0.27 0.24 0.24 0.24 0.23 0.21 0.22 0.28 0.23 0.22 0.20 0.23